Entry 1:
Formula: C4H10NOP
Source: the OMol25 dataset
Level of theory: the ωB97M-V functional and the def2-TZVPD basis

Structure (XYZ):
```
17
Properties=species:S:1:pos:R:3:forces:R:3:nbo_charge:R:1
C -1.016 -1.323 0.086 1.9 -1.1 -1.7 -0.4127
H 0.007 -1.795 0.219 -1.0 0.7 -0.7 0.2166
H -1.477 -1.655 -0.893 0.7 0.5 0.8 0.2027
H -2.743 0.824 1.244 1.0 -0.6 -1.8 0.2078
H 3.265 -1.121 -0.788 0.6 -0.3 -0.2 0.2272
H -2.906 0.485 -0.641 1.0 -0.6 1.4 0.2083
H -1.544 -1.867 0.822 -1.2 0.2 1.3 0.2050
H 2.487 1.142 1.051 -0.2 0.6 0.4 -0.0030
H -2.182 1.867 -0.060 1.0 -0.2 0.3 0.2487
H 1.647 -0.603 -1.400 0.8 0.0 -0.5 0.2195
C 0.172 0.770 0.496 1.2 4.5 0.4 0.4015
P 1.761 -0.024 0.883 1.7 -1.4 -0.7 0.4203
C -2.202 0.801 0.204 -2.4 1.2 0.0 -0.4415
H 2.936 0.671 -1.181 0.1 -0.6 -0.3 0.2346
N -0.922 0.120 0.183 -2.7 -1.8 -0.2 -0.4410
C 2.576 -0.315 -0.878 -2.7 0.8 1.6 -0.8458
O 0.141 2.024 0.652 0.0 -2.0 -0.1 -0.6481
```
Positions in Å, forces in eV/Å.

Largest force on an atom = 4.70 eV Å⁻¹
2S+1 = 1
LUMO = 0.822 eV
Relative energy (zero: lowest compared OMol25 entry of this formula, charge and spin) = 175.1 kJ/mol
Kohn-Sham gap = 9.5 eV
Highest occupied orbital energy = -8.6434 eV
Calculated total energy = -629.7053 Eh

Entry 2:
Formula: C4H10NOP
Source: the OMol25 dataset
Level of theory: the ωB97M-V functional and the def2-TZVPD basis

Structure (XYZ):
```
17
Properties=species:S:1:pos:R:3:forces:R:3:nbo_charge:R:1
H 0.508 -1.935 2.545 1.6 -1.2 0.5 0.2133
C -0.257 0.886 -1.408 -2.6 -3.5 1.9 0.0252
C 0.176 -0.818 0.728 -0.6 1.2 3.2 0.0482
H -0.539 -0.657 2.780 -0.3 -0.3 -0.6 0.2024
N -1.041 0.996 -2.388 0.5 1.8 -0.2 -0.6312
H 2.009 0.572 -1.604 1.6 -2.6 -1.0 -0.0251
H 0.672 1.040 1.129 -0.7 1.2 0.5 0.4662
C -0.278 -1.463 2.056 0.4 3.4 0.1 -0.6088
C -0.949 -0.307 -0.081 1.5 3.7 -3.1 -0.4422
H 0.852 -1.480 0.339 0.9 -2.1 -2.1 0.1889
H 1.113 2.188 -2.577 1.0 -0.4 1.6 -0.0677
O 1.110 0.214 1.051 0.8 -0.5 0.0 -0.7134
H -1.605 0.472 0.412 0.4 -1.5 -0.3 0.2245
H -0.669 1.796 -3.001 -0.6 -1.5 0.5 0.3361
P 1.358 1.604 -1.161 -1.2 4.3 -1.0 0.3386
H -1.083 -2.082 1.934 -2.1 -1.7 -0.3 0.2052
H -1.377 -1.026 -0.754 -0.8 -0.2 0.1 0.2398
```
Positions in Å, forces in eV/Å.

Largest force on an atom = 5.08 eV Å⁻¹
2S+1 = 1
LUMO = 0.875 eV
Relative energy (zero: lowest compared OMol25 entry of this formula, charge and spin) = 373.8 kJ/mol
Kohn-Sham gap = 9.9 eV
Highest occupied orbital energy = -8.9996 eV
Calculated total energy = -629.6296 Eh

Entry 3:
Formula: C4H10NOS
Source: the OMol25 dataset
Level of theory: the ωB97M-V functional and the def2-TZVPD basis

Structure (XYZ):
```
17
Properties=species:S:1:pos:R:3:forces:R:3:nbo_charge:R:1
H -0.730 -1.783 0.696 0.4 0.6 -0.7 0.1852
H 1.492 1.465 -1.271 -2.3 -0.1 0.2 0.1610
H -1.588 1.409 -0.775 2.1 -0.1 0.2 0.5141
H 1.472 -1.946 0.387 -1.0 0.4 -1.7 0.3403
N 1.671 -1.210 -0.334 -0.4 -0.6 1.2 -0.6239
H 3.666 -1.350 0.340 -0.2 0.9 0.0 0.1866
H 2.908 0.316 -0.079 1.1 0.3 1.0 0.1998
C 2.825 -0.629 0.457 -1.5 -1.0 -0.1 -0.4396
H -1.488 -1.211 -0.759 0.4 0.1 -0.7 0.1893
C 0.487 -0.223 -0.255 0.5 0.6 2.7 -0.1114
H 0.805 0.296 0.656 -0.9 0.2 0.6 0.1610
C 0.436 0.962 -1.241 0.0 -2.5 -2.6 -0.0422
C -0.898 -0.854 0.079 0.7 -1.5 0.7 -0.5599
H 2.505 -0.617 1.579 0.9 0.7 -1.8 0.1739
O -0.699 1.840 -1.033 1.0 -0.5 -0.6 -0.7819
S -2.039 0.081 1.116 -0.4 0.7 0.1 -0.6753
H 0.394 0.343 -2.280 -0.2 1.8 1.5 0.1228
```
Positions in Å, forces in eV/Å.

Largest force on an atom = 3.59 eV Å⁻¹
2S+1 = 1
LUMO = 3.709 eV
Relative energy (zero: lowest compared OMol25 entry of this formula, charge and spin) = 323.6 kJ/mol
Kohn-Sham gap = 6.4 eV
Highest occupied orbital energy = -2.6627 eV
Net charge = -1
Calculated total energy = -686.5414 Eh

Entry 4:
Formula: C4H10NOS
Source: the OMol25 dataset
Level of theory: the ωB97M-V functional and the def2-TZVPD basis

Structure (XYZ):
```
17
Properties=species:S:1:pos:R:3:forces:R:3:nbo_charge:R:1
H 2.245 0.456 0.334 -0.1 -0.3 -0.2 0.1521
H 1.468 -1.114 -0.013 -0.2 0.1 0.1 0.2112
H 0.145 1.455 0.888 -0.1 0.1 0.5 0.1702
H -0.637 0.035 -2.697 1.0 0.1 0.3 0.0550
C 1.301 -0.033 0.019 0.5 0.2 0.7 -0.2131
O -0.518 -1.547 -1.450 0.1 -0.1 1.0 -0.9376
N 0.958 0.413 -1.321 -0.1 0.4 1.1 -0.6887
C 0.123 -0.577 -2.070 -0.6 -0.6 -2.5 0.1423
H 0.704 0.286 2.135 0.0 0.1 -0.1 0.1881
H 0.475 1.295 -1.185 -0.2 -0.1 -0.4 0.3218
H -1.822 1.658 2.393 0.2 -0.2 -0.3 0.1036
H -0.912 -1.342 1.396 -0.1 0.0 0.0 0.2121
C -1.054 -0.320 1.033 0.4 -0.1 0.6 -0.5189
C 0.284 0.393 1.130 0.2 -0.2 -1.3 -0.4147
S -2.256 0.393 2.231 -0.4 -0.1 0.0 -0.1341
H 0.879 -0.999 -2.818 -0.4 0.3 0.2 0.0561
H -1.384 -0.453 -0.004 -0.2 0.3 0.2 0.2944
```
Positions in Å, forces in eV/Å.

Largest force on an atom = 2.60 eV Å⁻¹
2S+1 = 1
LUMO = 3.221 eV
Relative energy (zero: lowest compared OMol25 entry of this formula, charge and spin) = 264.5 kJ/mol
Kohn-Sham gap = 5.8 eV
Highest occupied orbital energy = -2.5846 eV
Net charge = -1
Calculated total energy = -686.5639 Eh

Entry 5:
Formula: C4H10NOS
Source: the OMol25 dataset
Level of theory: the ωB97M-V functional and the def2-TZVPD basis

Structure (XYZ):
```
17
Properties=species:S:1:pos:R:3:forces:R:3:nbo_charge:R:1
H -1.458 0.565 -0.878 0.4 0.8 -0.3 0.1651
H -1.818 -0.160 1.482 -0.2 0.1 -0.1 0.2232
H 1.108 -2.018 0.005 0.0 0.0 0.6 0.0389
H -0.995 1.452 1.307 -0.2 -0.1 0.2 0.1784
H 0.787 0.437 -1.862 0.4 -0.1 0.1 0.2198
C -0.929 0.370 1.158 0.9 0.2 -0.1 -0.6407
C 0.037 -2.344 0.162 0.2 0.6 -1.8 0.1524
C 0.761 0.616 -0.789 -1.3 0.2 0.1 -0.5199
H 1.528 0.062 -0.253 0.1 -0.1 -0.2 0.2302
H -1.628 -1.647 -0.584 -0.6 0.5 -0.1 0.3369
S 1.044 2.362 -0.420 -0.3 0.6 -0.3 -0.0909
H -0.034 -3.229 -0.526 -0.1 -0.2 0.1 0.0599
C -0.621 0.126 -0.322 -0.7 -1.6 -0.1 -0.0553
H -0.115 -0.032 1.765 -0.1 0.1 0.1 0.2276
N -0.710 -1.280 -0.795 0.9 -0.8 1.0 -0.7208
H -0.144 2.808 -0.925 0.6 -0.2 0.2 0.1080
O -0.461 -2.468 1.347 0.0 -0.1 0.4 -0.9127
```
Positions in Å, forces in eV/Å.

Largest force on an atom = 1.88 eV Å⁻¹
2S+1 = 1
LUMO = 3.126 eV
Relative energy (zero: lowest compared OMol25 entry of this formula, charge and spin) = 251.9 kJ/mol
Kohn-Sham gap = 6.0 eV
Highest occupied orbital energy = -2.8290 eV
Net charge = -1
Calculated total energy = -686.5687 Eh

Entry 6:
Formula: C4H10NOS
Source: the OMol25 dataset
Level of theory: the ωB97M-V functional and the def2-TZVPD basis

Structure (XYZ):
```
17
Properties=species:S:1:pos:R:3:forces:R:3:nbo_charge:R:1
H -1.528 -0.537 0.750 1.5 1.3 1.3 0.3205
C -0.336 1.214 -1.088 -1.3 0.1 -2.0 -0.4564
H 1.816 1.031 -2.002 -0.1 0.1 -0.2 0.1130
H -1.427 1.109 -1.471 1.7 -0.1 0.7 0.1999
H 0.723 -1.414 -1.627 0.8 0.5 -0.8 0.1986
C 0.087 0.079 -0.163 1.9 1.2 0.0 -0.0835
H -0.795 0.053 3.008 -0.6 1.4 1.5 0.1112
C -0.018 -1.207 -0.887 -0.1 -2.3 -0.2 -0.6345
N -0.760 0.193 0.975 -0.6 -1.3 0.4 -0.7825
H 1.231 0.237 0.048 -1.8 0.0 0.2 0.1613
O 0.431 -1.449 2.672 0.3 2.5 -0.4 -0.8797
H 0.942 0.595 2.332 -0.9 -0.4 0.5 0.0908
H 0.059 -2.144 -0.299 -0.4 0.9 0.5 0.2338
S 0.678 1.409 -2.622 0.3 -0.4 -0.2 -0.1548
C 0.111 -0.160 2.509 0.1 -3.7 -2.3 0.1730
H -0.952 -1.213 -1.425 -0.7 -0.2 -0.2 0.1804
H -0.261 2.204 -0.710 -0.1 0.4 1.2 0.2089
```
Positions in Å, forces in eV/Å.

Largest force on an atom = 4.38 eV Å⁻¹
2S+1 = 1
LUMO = 3.171 eV
Relative energy (zero: lowest compared OMol25 entry of this formula, charge and spin) = 346.9 kJ/mol
Kohn-Sham gap = 6.1 eV
Highest occupied orbital energy = -2.9715 eV
Net charge = -1
Calculated total energy = -686.5325 Eh

Entry 7:
Formula: C4H10NOS
Source: the OMol25 dataset
Level of theory: the ωB97M-V functional and the def2-TZVPD basis

Structure (XYZ):
```
17
Properties=species:S:1:pos:R:3:forces:R:3:nbo_charge:R:1
C 2.644 0.298 -0.514 1.3 -0.8 2.2 -0.4775
H 0.080 0.827 -0.512 0.0 0.0 -0.1 0.2599
H 1.673 -1.427 0.581 0.1 -0.2 -0.1 0.3291
H -3.740 0.706 0.127 0.6 0.1 0.1 0.3583
N -4.525 1.216 -0.198 -0.9 -0.2 -0.3 -1.0800
H 2.867 0.970 0.458 -1.3 1.3 -2.2 0.2643
H -4.368 1.918 -0.892 0.4 0.1 -0.1 0.3678
H 3.245 -0.065 2.033 0.4 0.0 -0.1 0.1305
S 4.127 0.206 1.036 0.1 -1.4 0.7 0.0194
C 1.601 -0.772 -0.309 -1.3 1.0 0.2 -0.6233
H -5.092 1.566 0.548 -0.1 0.1 0.3 0.3716
H 1.574 -1.530 -1.123 0.0 -0.2 0.0 0.3573
C 0.239 -0.236 -0.313 2.2 0.9 -0.1 0.3461
O -1.985 -0.515 0.265 0.8 0.6 -0.1 -0.2972
C -0.915 -1.017 0.003 -2.4 -2.1 0.2 0.2423
H -0.858 -2.115 -0.009 0.4 0.0 0.0 0.1781
H 3.431 -0.031 -1.182 -0.2 0.8 -0.6 0.2532
```
Positions in Å, forces in eV/Å.

Largest force on an atom = 3.16 eV Å⁻¹
2S+1 = 1
LUMO = -8.716 eV
Relative energy (zero: lowest compared OMol25 entry of this formula, charge and spin) = 802.3 kJ/mol
Kohn-Sham gap = 3.4 eV
Highest occupied orbital energy = -12.0690 eV
Net charge = +1
Calculated total energy = -686.0654 Eh